1.
A cluster of 4 separate species, C26H66N3O13P4 in total in a non-equilibrium geometry, computed with wB97M-V/def2-TZVPD.

Output
2S+1 = 1
Total charge = +1

Positions of all 112 atoms, in Å:
P (1.04687, 1.37320, -3.51766)
P (4.60932, -6.26550, 3.13770)
P (0.11019, 7.99433, -1.28185)
P (-3.24255, -4.27391, 0.17509)
O (1.99583, 1.29838, -4.88741)
O (3.19246, -7.13868, 2.66552)
O (-0.17644, 7.29061, -2.75309)
O (1.65120, 7.98708, -1.43169)
O (-0.07404, 9.58195, -1.75922)
O (-1.61167, 8.00244, -1.11443)
O (0.47314, 2.77731, -3.82838)
O (5.87738, -5.48402, 3.56028)
O (4.20795, -6.73807, 4.68622)
O (3.63888, -4.92598, 3.06110)
O (1.68794, -0.19568, -3.17047)
O (-0.65308, -3.13056, 0.20387)
O (2.21074, 1.92510, -2.47711)
N (-7.94130, -0.33582, 1.32938)
N (-5.73225, 0.94911, 0.46978)
N (-6.29015, 0.76986, 2.87498)
C (3.44911, -8.23242, 1.79407)
C (1.66797, 2.10114, -6.01607)
C (-6.67486, 0.47048, 1.58935)
C (1.46141, 1.02550, -0.34869)
C (1.02218, 10.48281, -1.64719)
C (0.70657, -1.22280, -3.11120)
C (-0.00885, -2.14841, 1.08965)
C (1.87822, 10.46717, -2.90290)
C (-2.05888, -2.75137, -0.08179)
C (-7.70034, -1.82805, 1.41234)
C (-1.49307, 8.73939, 1.21767)
C (1.81336, 2.25936, -1.15874)
C (2.33363, 3.46494, -5.93375)
C (3.16046, -4.77685, 0.68416)
C (-1.09465, 5.13334, -2.11744)
C (-0.11539, -1.32353, -4.38367)
C (-2.06644, 7.75873, 0.21046)
C (5.21399, -6.78258, 5.69205)
C (3.74027, -4.10160, 1.91312)
C (-6.12785, -2.27258, 1.53936)
C (4.43990, -9.22557, 2.37452)
C (-0.07198, -2.76801, 2.62361)
C (-5.90170, -3.92946, 1.51587)
C (5.34176, -5.44515, 6.40254)
C (-4.26820, -4.12339, 1.81870)
C (-0.00663, 5.88784, -2.85866)
H (-1.71771, 9.77050, 0.92931)
H (-6.14326, -4.27958, 0.40712)
H (0.97222, 2.95890, -1.18625)
H (-5.19196, 1.79864, 0.79246)
H (0.61539, 11.48898, -1.50861)
H (3.81688, -7.84811, 0.83825)
H (3.08802, -4.07399, -0.15020)
H (4.92406, -7.54468, 6.42158)
H (-5.66583, -1.93161, 2.58590)
H (0.05241, -1.04190, -2.25337)
H (1.88780, 4.16407, -6.65315)
H (2.65671, 2.77153, -0.68656)
H (-4.04531, -4.99967, 2.56212)
H (5.32478, -4.58987, 5.71819)
H (1.37064, 10.99751, -3.70762)
H (-2.08669, 5.51506, -2.38050)
H (-2.34842, -5.41173, 0.36155)
H (-0.88154, -2.14987, 3.21620)
H (6.16868, -7.10592, 5.26637)
H (4.78406, -3.81902, 1.74497)
H (2.02910, 1.58438, -6.91028)
H (3.79592, -5.60724, 0.36572)
H (3.17729, -3.18702, 2.12070)
H (2.27246, 3.91526, -4.93695)
H (1.61289, 10.25972, -0.75362)
H (0.58255, 2.18799, -6.12335)
H (-5.47612, -1.87375, 0.62948)
H (1.32315, 1.27713, 0.70629)
H (1.14228, -2.13647, 0.79567)
H (-8.41247, -0.05082, 0.44308)
H (4.50196, -5.30092, 7.08107)
H (-2.46209, -1.89093, 0.61092)
H (-4.97635, 0.22431, 0.31389)
H (2.49480, -8.73314, 1.60540)
H (-6.56690, -4.47982, 2.32325)
H (-4.09446, -4.49372, -0.98472)
H (2.16585, -5.18486, 0.89231)
H (0.53036, 0.58105, -0.70972)
H (0.98378, 5.60102, -2.49196)
H (-0.40384, 8.65248, 1.28294)
H (-5.39515, 1.30567, 2.90748)
H (4.09847, -9.59427, 3.34626)
H (-8.22935, -2.38209, 0.50141)
H (1.22989, -2.16753, -2.93615)
H (-1.05383, 4.06481, -2.34545)
H (-1.90379, 8.54942, 2.21383)
H (-0.05373, 5.63525, -3.92190)
H (-2.06254, -2.38559, -1.21625)
H (-0.97460, 5.24804, -1.03708)
H (3.39622, 3.37597, -6.15614)
H (-1.80836, 6.73405, 0.49323)
H (2.24367, 0.26389, -0.43266)
H (-3.84499, -3.13654, 2.34017)
H (-0.32398, -3.91618, 2.55826)
H (-0.45097, -1.06837, 0.99181)
H (0.96155, -2.62913, 3.19908)
H (2.84586, 10.95415, -2.72511)
H (-0.82407, -2.15447, -4.31713)
H (4.57299, -10.07431, 1.69700)
H (-0.68900, -0.40825, -4.56108)
H (5.42070, -8.76518, 2.53043)
H (0.53021, -1.47343, -5.25403)
H (-3.15776, 7.83604, 0.20269)
H (2.06865, 9.45733, -3.28250)
H (-8.28747, -2.20562, 2.37898)
H (6.26980, -5.39755, 6.98697)


2.
A cluster of 14 separate species, C6H37NO14 in total in a non-equilibrium geometry, computed with wB97M-V/def2-TZVPD.

Output
2S+1 = 1
ΔE to the lowest compared entry with this formula, charge and spin = 140.1 kJ/mol

Positions of all 58 atoms, in Å:
O (-0.27629, 0.78670, 2.80869)
O (-1.06424, -2.82780, -2.03644)
O (0.11052, -1.85726, 2.97562)
O (-0.80002, -3.71299, 0.75872)
O (-0.62525, 2.69036, 0.91134)
O (-2.93446, -2.09722, 0.33231)
O (1.30577, 1.87759, -3.42786)
O (-2.37160, -0.85081, 2.99796)
O (-2.55786, 2.94479, -2.34828)
O (-0.00329, 3.30512, -1.58342)
O (2.39228, 0.63156, 2.66511)
O (1.58742, -0.77223, -3.37722)
O (4.05994, -1.26001, 1.66189)
O (-3.17382, 2.30114, 0.19476)
N (3.42532, 0.62329, -0.62610)
C (1.14093, -0.21199, -0.58743)
C (1.99632, 0.81516, -0.72270)
C (-1.27376, -0.45233, 0.11141)
C (1.54460, -1.55641, -0.10097)
C (-0.28799, 0.00465, -0.98616)
C (-2.38935, -1.33003, -0.42317)
H (-1.72661, -3.47035, 0.81384)
H (-0.50861, 1.09186, -1.29514)
H (1.67556, 1.85690, -1.00405)
H (-0.95071, 3.35760, -1.95001)
H (1.43049, 0.67142, 2.83504)
H (0.25481, -0.91517, 2.76710)
H (-1.67554, 0.45384, 0.56238)
H (2.28125, 2.11279, -3.39972)
H (-0.44564, 3.52619, 1.40328)
H (0.67624, -2.02772, 3.75493)
H (-0.37524, 1.44187, 2.07746)
H (1.56782, -1.56403, 0.97820)
H (0.84096, -2.35796, -0.37746)
H (0.49543, 2.80976, -2.27133)
H (-0.33168, -3.23111, 1.38963)
H (2.07790, -1.13775, -4.11797)
H (3.69176, -0.14816, -0.06795)
H (-1.70194, -1.52057, 3.19700)
H (3.46626, -0.66550, 2.19176)
H (-1.12816, 0.40032, 2.92583)
H (-2.76419, -1.22053, -1.45065)
H (2.44141, 1.01930, 1.81800)
H (-0.25792, -2.43680, -2.38148)
H (-0.81271, -3.32659, -1.26566)
H (2.49638, -1.87412, -0.44114)
H (-3.78349, 2.87826, 0.74222)
H (4.13706, -2.04676, 2.16028)
H (-0.48754, -0.48844, -1.90091)
H (3.94156, 1.46669, -0.44109)
H (2.18600, -0.75336, -2.62935)
H (-2.83031, -1.14418, 2.17728)
H (1.28288, 0.91798, -3.49746)
H (-0.29192, 2.77587, 0.05335)
H (-0.72930, -1.01436, 0.88192)
H (-2.24209, 2.42854, 0.52688)
H (-2.86797, 2.73008, -1.55483)
H (-2.58665, 2.15533, -2.83889)


3.
An isolated molecule of C14H16BrNO3, computed with wB97M-V/def2-TZVPD.

Output
SMILES = O=C(COC(=O)c1ccccc1Br)NC1CCCC1
2S+1 = 1
ΔE to the lowest compared entry with this formula, charge and spin = 0.0 kJ/mol

Positions of all 35 atoms, in Å:
Br (-2.05351, 0.80436, 0.26147)
O (2.34808, 0.98928, 1.03111)
O (0.41534, -0.08477, 1.42414)
O (2.08824, -3.01130, 0.24245)
N (0.28844, -1.88964, -0.58566)
C (1.26947, -4.66241, -2.41175)
C (0.38809, 4.65595, 1.24773)
C (0.16053, -2.54803, -1.87525)
C (-1.01196, 2.32631, 0.70925)
C (1.22596, -2.16679, 0.33219)
C (1.02641, 3.43305, 1.29088)
C (0.33951, 2.24484, 1.03472)
C (1.60623, -3.64233, -3.49384)
C (1.14900, 0.99790, 1.14091)
C (1.39186, -2.31470, -2.77359)
C (1.11151, -1.31043, 1.60832)
C (-1.65695, 3.55243, 0.65699)
C (0.01472, -4.08220, -1.75991)
C (-0.96068, 4.71469, 0.93397)
H (2.12443, -1.11533, 1.97364)
H (0.93881, 5.55987, 1.45578)
H (2.25301, -2.10561, -2.13998)
H (-0.73399, -2.12024, -2.33423)
H (1.24797, -1.47715, -3.45498)
H (-1.47352, 5.66348, 0.89652)
H (0.91098, -3.73592, -4.33078)
H (-0.87789, -4.40543, -2.29645)
H (-0.08085, -4.38815, -0.72021)
H (-2.70395, 3.59138, 0.39689)
H (0.54943, -1.87408, 2.35742)
H (-0.40221, -1.19288, -0.35378)
H (2.62154, -3.74737, -3.87167)
H (1.10723, -5.66421, -2.80612)
H (2.07731, 3.35973, 1.52666)
H (2.07456, -4.69219, -1.67855)


no.,calculated total energy (hartree),E_HOMO (eV)
1,-3537.4263,-10.95
2,-1358.9290,-8.20
3,-3397.6079,-9.53